Record 1
The molecule C19H22N2O6S, computed with wB97M-V/def2-TZVPD.

## Properties
SMILES string ... CCOC(=O)c1ccc(NC(=O)[C@@H](C)NS(=O)(=O)c2ccc(OC)cc2)cc1
Energy above the lowest of the compared OMol25 structures with the same formula, charge and spin ... 0.134 eV
F_max ... 0.0170 hartree/bohr
HOMO-LUMO gap ... 0.335 Eh
Multiplicity ... 1
HOMO ... -8.8 eV

Geometry (Å):
S -2.676 -2.041 -1.955
O 3.354 2.244 1.154
O -3.346 -0.866 -1.438
O -1.052 -3.196 1.559
O 3.137 -1.328 -1.299
O -3.015 -2.455 -3.282
O 1.777 3.836 1.213
N -1.993 -1.219 0.914
N -2.975 -3.376 -0.993
C 2.187 2.564 1.198
C 1.067 1.599 1.210
C 1.256 -2.692 -1.373
C -1.214 1.020 0.748
C -0.096 -2.893 -1.531
C 2.142 6.196 1.212
C 0.969 -0.330 -1.772
C 3.778 -0.069 -1.367
C 0.316 -0.669 1.541
C -0.953 -0.309 1.091
C -0.917 -1.809 -1.794
C -0.391 -0.539 -1.923
C -3.172 -3.287 0.447
C -1.947 -2.569 1.037
C 1.317 0.279 1.578
C 1.806 -1.408 -1.482
C -0.218 1.968 0.816
C -4.511 -2.657 0.838
C 2.801 4.830 1.191
H -2.764 -0.846 0.362
H 3.448 0.597 -0.565
H 1.362 0.669 -1.863
H -0.527 -3.876 -1.439
H 3.619 0.408 -2.338
H 4.838 -0.279 -1.240
H -5.322 -3.341 0.592
H 1.534 6.304 2.106
H -4.678 -1.730 0.296
H -2.202 1.290 0.404
H -3.123 -4.313 0.833
H -0.417 2.993 0.542
H 0.513 -1.688 1.825
H 3.410 4.692 0.290
H 3.450 4.687 2.062
H 2.905 6.969 1.205
H -4.536 -2.462 1.907
H 2.313 0.007 1.893
H -3.622 -3.992 -1.460
H 1.919 -3.513 -1.154
H 1.504 6.319 0.341
H -1.055 0.283 -2.136

Forces on the atoms, in the same order (eV/Å):
0.01 -0.41 -0.09
-0.09 0.09 0.10
0.17 -0.01 -0.14
0.17 -0.13 0.06
-0.12 -0.32 0.05
0.04 -0.19 -0.09
-0.35 0.05 0.03
-0.32 0.35 0.13
0.24 0.46 -0.70
0.31 -0.12 -0.05
-0.15 -0.16 0.00
0.12 0.18 -0.04
-0.03 -0.13 0.05
0.22 -0.10 -0.01
-0.01 -0.47 0.00
0.23 0.00 -0.09
0.10 0.28 0.01
-0.05 -0.19 0.06
0.31 0.18 0.20
-0.69 -0.11 0.02
-0.08 0.06 -0.10
-0.06 0.20 0.39
-0.31 -0.34 0.33
-0.03 0.37 -0.08
-0.31 -0.15 -0.12
0.18 -0.04 0.05
0.15 -0.08 -0.02
0.47 0.31 -0.04
0.17 -0.15 0.25
-0.01 -0.04 -0.05
0.05 0.10 0.01
0.04 -0.13 0.07
-0.01 -0.03 0.00
-0.06 0.06 -0.02
-0.07 -0.04 -0.02
-0.05 0.08 0.08
-0.07 0.04 0.05
-0.12 0.05 -0.04
0.13 0.29 -0.09
-0.05 0.07 -0.02
0.00 -0.03 0.00
-0.06 0.00 0.17
-0.07 0.00 -0.16
0.06 0.09 0.00
-0.06 0.00 0.11
0.09 -0.04 0.01
-0.05 -0.04 -0.27
0.07 -0.12 0.04
-0.06 0.08 -0.08
0.00 0.17 0.01



Record 2
The molecule C19H22N6O2S at a distorted geometry, computed with wB97M-V/def2-TZVPD.

## Properties
SMILES string ... Cn1cc(NS(=O)(=O)c2ccc(-c3ccnc(N4CCNCC4)c3)cc2)cn1
Energy above the lowest of the compared OMol25 structures with the same formula, charge and spin ... 4.959 eV
F_max ... 0.0838 hartree/bohr
HOMO-LUMO gap ... 0.283 Eh
Multiplicity ... 1
HOMO ... -7.9 eV

Geometry (Å):
S -1.368 2.730 4.140
O -2.554 3.505 4.002
O -1.135 1.989 5.400
N 2.933 3.529 6.052
N 3.450 3.967 4.772
N -1.230 -3.684 -2.297
N 0.049 3.610 3.689
N 0.089 -3.153 -6.494
N -1.031 -2.091 -4.050
C -0.958 -2.352 -2.620
C -1.798 -2.887 -4.986
C -0.966 -0.913 2.210
C -1.752 1.726 1.561
C -0.980 0.150 3.179
C -1.131 -1.570 -0.260
C 0.047 -1.389 -4.773
C 1.702 3.249 5.719
C 2.403 4.085 3.834
C -1.427 -2.941 0.066
C -1.520 0.719 0.520
C 1.239 3.642 4.437
C -1.448 1.374 2.858
C -1.384 -3.929 -0.962
C 4.883 4.269 4.479
C -0.956 -1.276 -1.617
C -1.251 -0.632 0.877
C 0.880 -2.249 -5.619
C -0.994 -3.893 -5.873
H -1.773 -3.129 1.082
H -1.579 -4.895 -0.698
H -0.279 -0.602 -5.428
H -1.722 1.076 -0.520
H -2.606 -3.432 -4.417
H -0.828 -0.206 -1.988
H -2.382 -2.231 -5.604
H 0.075 3.740 2.661
H -0.749 -0.196 4.206
H -0.746 -1.925 2.612
H 1.384 -1.620 -6.342
H 2.618 4.494 2.862
H 1.669 -2.842 -4.899
H -1.587 -4.529 -6.514
H -0.585 -4.531 -5.042
H 4.943 5.078 3.635
H -2.050 2.789 1.450
H 5.465 3.430 4.115
H -0.241 -2.616 -7.278
H 1.003 2.807 6.443
H 5.472 4.607 5.443
H 0.707 -0.852 -4.021

Forces on the atoms, in the same order (eV/Å):
1.16 -3.40 1.12
0.23 0.78 -0.35
0.19 2.07 -2.01
1.54 0.21 -4.02
-0.91 0.44 0.44
1.02 2.61 1.42
-2.69 -0.91 0.36
0.85 -0.50 -0.12
1.33 0.65 0.75
-1.90 -1.16 -0.26
-2.15 -1.99 0.85
-0.09 0.78 1.33
0.74 -1.11 -1.69
0.00 -3.76 0.30
-0.97 -2.77 -0.14
0.35 1.50 2.85
-3.10 -0.35 1.59
1.75 -0.34 1.96
0.62 0.43 -1.87
-1.51 2.32 1.68
2.55 0.11 -1.37
0.61 2.27 0.66
-0.10 3.91 -0.30
0.30 1.93 0.84
0.73 0.07 -1.61
0.68 2.30 -1.33
1.49 -3.01 0.41
0.83 1.15 3.56
0.34 -0.49 -0.34
-0.50 -2.57 0.48
-1.15 0.56 -0.18
0.27 -0.78 0.99
0.97 0.32 -0.35
-0.09 -1.67 0.52
-0.06 0.82 -0.61
0.29 -0.06 1.22
-0.07 0.85 -0.65
-0.01 0.82 -0.71
0.73 0.08 0.21
-0.09 -0.07 -0.09
-1.83 1.04 -2.07
-0.09 0.28 -0.44
0.14 0.03 -1.10
-0.22 -1.29 1.83
0.05 -0.96 -0.75
-0.39 -0.54 -0.10
-0.15 0.08 -0.23
0.62 0.33 -0.11
-1.61 -0.35 -1.89
-0.71 -0.64 -0.67



Record 3
The molecule C19H22N8O5 at a distorted geometry, computed with wB97M-V/def2-TZVPD.

## Properties
F_max ... 0.0610 hartree/bohr
HOMO-LUMO gap ... 0.247 Eh
Multiplicity ... 1
HOMO ... -7.4 eV

Geometry (Å):
O -2.647 2.734 -3.365
O -6.456 2.394 -0.652
O -6.325 2.503 1.532
O -0.608 2.611 -2.603
O -2.469 2.987 3.266
N -3.693 2.955 2.646
N -1.837 2.484 -2.437
N -5.793 2.506 0.407
N 3.337 0.186 -0.184
N 2.262 -2.318 -0.239
N -0.289 0.995 0.016
N -0.396 -2.664 0.249
N -1.393 2.678 2.367
C -1.973 2.428 1.204
C 3.654 -2.221 -0.614
C 0.309 -3.730 -0.450
C 1.077 1.155 -0.025
C 0.080 -1.379 0.229
C -4.320 2.576 0.252
C -2.212 -2.826 1.923
C 1.972 0.079 -0.049
C 4.236 -0.962 -0.045
C -3.408 2.633 1.369
C -2.359 2.148 -1.166
C 1.472 -1.239 0.028
C 4.053 1.453 -0.085
C -1.215 2.133 -0.053
C -3.720 2.387 -0.999
C 1.791 -3.683 -0.221
C -0.748 -0.260 0.316
C 3.846 2.367 -1.283
C -1.811 -2.940 0.461
H -2.406 -2.250 -0.161
H -1.957 -1.857 2.362
H -1.729 -3.616 2.511
H 3.752 1.962 0.848
H 1.380 2.189 0.075
H -0.095 -4.677 -0.056
H 5.123 1.186 -0.021
H 2.288 -4.234 -1.024
H 4.346 3.313 -1.056
H -3.294 -2.975 1.978
H -1.961 -3.974 0.112
H 4.490 -1.129 1.029
H 2.789 2.549 -1.493
H 2.052 -4.175 0.728
H -1.763 -0.301 0.707
H -4.352 2.551 -1.871
H -0.647 3.043 -0.242
H 0.110 -3.666 -1.546
H 3.785 -2.254 -1.706
H 4.188 -3.079 -0.199
H 5.162 -0.714 -0.593
H 4.320 1.940 -2.176

Forces on the atoms, in the same order (eV/Å):
1.26 -0.55 1.05
1.10 0.28 1.58
1.40 0.18 -1.62
-0.67 -0.53 0.54
1.35 -0.46 -1.38
1.84 -0.67 -2.15
-0.75 0.86 -1.73
-0.56 -0.23 -0.63
0.99 0.24 -0.42
0.07 -0.12 0.18
1.40 -1.98 1.24
-0.42 -0.99 0.67
-2.14 -0.07 -0.06
-0.45 0.52 2.84
0.00 0.36 -0.12
-0.57 0.14 -0.44
-0.65 0.32 0.05
-0.03 -0.08 -0.27
-0.32 -0.81 -0.26
-0.21 -0.31 -0.02
0.05 -0.07 0.23
0.12 0.42 0.56
-0.91 0.22 1.50
2.05 -0.01 0.31
-0.42 0.26 -1.11
-0.28 0.09 0.14
-2.56 1.59 -0.88
-0.85 0.35 1.38
-0.23 -0.13 0.39
-0.07 0.59 -0.28
0.28 0.07 -0.05
0.24 0.30 -0.08
-0.04 -0.32 0.05
-0.06 -0.13 -0.08
-0.05 0.23 -0.07
0.22 -0.05 -0.19
0.18 -0.15 -0.54
0.26 0.30 -0.39
-0.55 0.38 0.21
0.01 0.06 0.06
-0.17 0.02 -0.19
0.06 0.11 0.23
-0.29 0.53 0.07
-0.05 0.11 -0.52
0.24 0.04 -0.05
0.01 0.16 -0.08
0.09 -0.12 -0.72
0.33 -0.41 0.10
0.61 -0.36 -0.17
0.02 -0.15 0.52
-0.21 0.04 0.13
-0.04 0.03 0.00
-0.39 -0.19 0.36
-0.21 0.08 0.16